12
Properties=species:S:1:pos:R:3:forces:R:3 method="wB97M-V/def2-TZVPD" e_tot_ha=-666.544406 total_charge=0 relative_energy_ev=1.3504 e_lumo_ev=0.582 orbital_gap_ev=9.77
C 0.16406 1.12491 -0.33592 0.9 1.5 1.8
C -0.33799 -0.26250 -0.37483 2.9 -0.4 1.4
C 0.27280 -1.19768 0.68245 -3.0 -1.4 -0.1
H -0.28441 1.31149 -2.62955 0.1 0.0 0.0
H -0.64614 1.75742 0.07257 0.4 0.0 -0.3
H 1.02123 1.21093 0.41457 -1.1 -0.1 -1.0
H 1.33405 -1.33776 0.62106 0.5 0.1 -0.3
H -0.28721 -2.18593 0.51146 1.1 1.1 0.3
H -0.94892 -0.77265 2.20027 0.2 -0.1 -0.3
O -1.06483 -0.65614 -1.20893 -2.1 -1.0 -1.8
O -0.01638 -0.67511 1.96813 0.3 0.2 0.5
S 0.79374 1.68301 -1.92127 -0.1 0.1 -0.2